# 1
# C3H6S2

One molecule with the formula C3H6S2 (ωB97M-V/def2-TZVPD, the OMol25 dataset).

Positions of all 11 atoms, in Å:
C 0.0706 1.3006 -0.3323
C 0.3867 -0.0448 0.5079
S 1.6848 -1.1462 -0.3116
C -0.8408 -0.8876 0.5017
S -2.1925 -0.8626 -0.3458
H 0.6930 1.3037 -1.2465
H 0.3756 2.2120 0.1704
H -0.9836 1.1961 -0.5344
H 0.6984 0.1376 1.5482
H 0.8409 -1.5748 -1.2143
H -0.7330 -1.6341 1.2566

The net charge is 0. Its SMILES is C[C@H](S)C=S. Its orbital gap is 0.3117 Eh. As for the multiplicity: 1.

***

# 2
# C29H26BF3N7PSZn

C29H26BF3N7PSZn as an isolated structure (ωB97M-V/def2-TZVPD, the OMol25 dataset).

Positions of all 69 atoms, in Å:
Zn -0.4944 -1.0097 0.7031
F 3.5415 -1.3643 5.9362
C 3.3786 -1.1937 4.6003
F 4.2326 -2.0404 4.0135
F 3.7921 0.0553 4.3359
C 1.9418 -1.4218 4.1996
C 1.0456 -1.7976 5.1630
C -0.2989 -2.0067 4.8340
C -0.6658 -1.7619 3.5409
N 0.1871 -1.3565 2.5815
C 1.5298 -1.2434 2.8345
S 2.5912 -0.8972 1.5759
H 1.3846 -1.9392 6.1791
H -1.0227 -2.3372 5.5633
H -1.6910 -1.9087 3.2267
N 1.3558 -0.1064 -1.9510
P 0.6147 0.7590 -0.6689
C -0.4266 2.0189 -1.4749
C -0.2174 2.4884 -2.7677
C -0.9859 3.5303 -3.2618
C -1.9489 4.1287 -2.4575
C -2.1430 3.6828 -1.1593
C -1.3901 2.6240 -0.6732
C 1.9586 1.8375 -0.1065
C 2.9638 2.2629 -0.9661
C 3.9347 3.1449 -0.5105
C 3.8877 3.6190 0.7916
C 2.8731 3.2071 1.6459
C 1.9164 2.3115 1.2008
C -0.1982 -2.1831 -1.8071
C -0.4892 -3.4392 -2.5820
C 0.2994 -4.5027 -2.3240
C 1.2468 -4.5019 -1.2541
C 1.1314 -3.4932 -0.3333
N 0.3446 -2.4229 -0.4990
H 2.2511 -0.4439 -1.6083
H 0.5533 2.0390 -3.3822
H -0.8262 3.8878 -4.2713
H -2.5438 4.9463 -2.8442
H -2.8913 4.1469 -0.5300
H -1.5634 2.2560 0.3322
H 2.9936 1.9059 -1.9883
H 4.7263 3.4632 -1.1767
H 4.6468 4.3047 1.1454
H 2.8434 3.5632 2.6672
H 1.1522 1.9541 1.8813
H -1.2727 -3.4537 -3.3280
H 0.1659 -5.4042 -2.9119
H 1.8850 -5.3506 -1.0654
H 1.6537 -3.5338 0.6168
B -3.3259 -0.0369 -1.7051
N -2.0598 -0.7952 -2.2403
C -1.5364 -0.4984 -3.5392
C -0.2313 -0.6267 -3.7357
C 0.6559 -1.1871 -2.6519
N -1.4554 -1.5078 -1.4417
N -3.4674 -0.2613 -0.1690
C -4.6831 -0.1507 0.3888
C -4.5560 -0.0314 1.7564
C -3.1818 -0.0875 1.9639
N -2.5203 -0.2277 0.8144
H -3.1505 1.1145 -2.0037
H -4.2876 -0.5068 -2.2580
H -2.2503 -0.0463 -4.2094
H 0.2060 -0.2724 -4.6604
H 1.4222 -1.8093 -3.1158
H -5.5591 -0.1399 -0.2380
H -5.3366 0.0714 2.4885
H -2.6364 -0.0242 2.8908

The net charge is 0. Its orbital gap is 0.2091 Eh. As for the multiplicity: 1.

***

# 3
# C18H16LiN3S5Se

C18H16LiN3S5Se as an isolated structure (ωB97M-V/def2-TZVPD, the OMol25 dataset).

Positions of all 44 atoms, in Å:
Li -0.0102 0.1381 0.3468
S 5.9886 0.1342 4.7709
C 4.5908 -0.0499 3.8531
S 4.5708 -0.3331 2.1720
C 2.8384 -0.4452 1.8982
C 2.0715 -0.2911 3.0114
S 0.3521 -0.3486 3.1446
S 3.0024 0.0019 4.4783
S 2.3102 -0.7714 0.2756
C -1.1722 -2.6062 0.6830
N -1.5707 -1.3702 0.0181
C -2.0214 -1.6487 -1.3341
C -2.6300 -0.6763 0.7671
C -2.7288 0.8034 0.4389
C -3.9953 1.3697 0.2790
C -4.1300 2.7427 0.0856
C -2.9813 3.5281 0.0623
C -1.7256 2.9287 0.1949
C -1.5279 1.5480 0.3816
H -2.0245 -3.3045 0.7772
H -0.7708 -2.3774 1.6701
H -0.3825 -3.0896 0.1052
H -2.8487 -2.3809 -1.3374
H -1.2008 -2.0538 -1.9311
H -2.3756 -0.7282 -1.8025
H -2.3915 -0.7778 1.8293
H -3.6007 -1.1782 0.5953
H -4.8865 0.7414 0.3036
H -5.1126 3.1899 -0.0292
H -3.0701 4.6047 -0.0699
H -0.8538 3.5839 0.1419
Se 1.4957 -0.2297 -2.8593
N 0.1013 0.6501 -2.2558
C -0.6675 0.9280 -3.2887
C -1.9244 1.6120 -3.1893
C -2.6202 1.8326 -4.3295
C -2.1253 1.4049 -5.6109
C -0.9512 0.7452 -5.7461
C -0.1772 0.4702 -4.5727
N 0.9749 -0.1773 -4.5598
H -2.2783 1.9254 -2.2121
H -3.5746 2.3414 -4.2750
H -2.7136 1.6194 -6.4961
H -0.5881 0.4259 -6.7140

The net charge is -2. Its orbital gap is 0.1544 Eh. As for the multiplicity: 1.

***

Ordered calculated total energy results: -914.23133 -4347.33488 -5259.73538; unit Ha.
Ordered ΔE to the lowest compared entry with this formula, charge and spin results: 116.4 0.0 12.3; unit kJ/mol.